[1]
C24H32ClFO5 in the gas phase. Source: the Open Molecules 2025 dataset; level of theory: the ωB97M-V functional and the def2-TZVPD basis.

Each line ends with the Mulliken charge.
Element x y z (Å)
C 3.451 4.061 1.750  -1.58
H 3.834 4.916 1.202  0.44
H 3.476 4.267 2.816  0.32
H 4.078 3.198 1.534  0.36
C 2.009 3.778 1.307  1.43
C 1.100 4.977 1.567  -1.62
H 0.096 4.749 1.222  0.40
H 1.477 5.835 1.019  0.37
H 1.075 5.196 2.629  0.34
O 1.975 3.457 -0.067  -0.49
C 1.914 2.057 -0.225  0.48
C 0.662 1.645 -1.005  -1.36
H 0.901 0.826 -1.675  0.25
H 0.316 2.488 -1.600  0.61
C -0.352 1.233 0.067  -1.59
C -1.517 0.347 -0.388  -0.13
C -2.421 1.066 -1.409  -1.53
C -2.453 0.358 -2.757  -1.26
C -2.829 -1.082 -2.618  0.28
C -3.571 -1.700 -3.543  -0.81
C -3.893 -3.125 -3.522  0.02
O -4.758 -3.607 -4.224  -0.64
C -3.071 -3.977 -2.576  -0.88
C -1.913 -3.241 -1.915  -1.17
H -1.542 -3.839 -1.084  0.43
H -1.106 -3.122 -2.641  0.43
C -2.316 -1.841 -1.411  1.44
C -3.435 -1.976 -0.369  -1.73
H -4.300 -2.448 -0.825  0.57
H -3.101 -2.591 0.462  0.33
H -3.757 -1.011 0.010  0.35
C -1.093 -1.067 -0.836  1.54
F -0.158 -1.024 -1.880  -0.55
C -0.336 -1.721 0.349  -0.79
O 0.118 -3.020 0.076  -0.63
H 0.751 -2.972 -0.652  0.51
H -1.022 -1.832 1.192  0.56
C 0.867 -0.849 0.748  -1.74
C 0.491 0.571 1.175  1.20
C -0.201 0.565 2.536  -2.16
H -0.330 1.583 2.894  0.42
H -1.178 0.093 2.471  0.53
H 0.392 0.014 3.260  0.40
C 1.751 1.498 1.212  0.82
C 2.999 0.774 1.701  0.03
O 3.730 0.179 0.953  -0.55
C 3.253 0.845 3.196  -0.41
H 2.591 1.555 3.685  0.24
H 4.302 1.066 3.395  0.46
Cl 2.932 -0.777 3.871  -0.18
O 1.488 2.651 1.989  -0.54
H 1.381 -1.367 1.560  0.25
H 1.554 -0.810 -0.101  0.85
H -2.693 -4.831 -3.142  0.46
H -3.753 -4.387 -1.827  0.30
H -3.975 -1.148 -4.380  0.51
H -1.461 0.408 -3.214  0.36
H -3.148 0.863 -3.431  0.60
H -2.075 2.090 -1.550  0.53
H -3.441 1.120 -1.023  0.43
H -2.108 0.172 0.515  0.90
H -0.788 2.146 0.491  1.10
H 2.836 1.700 -0.699  0.53

Summary:
LUMO level in eV: 0.35
Electronic energy in eV: -50885.7858
Charge: 0
Strongest force on any atom in eV/A: 1.01
Energy relative to the best compared isomer or geometry (same formula, charge and spin) in eV: 0.054

---

[2]
A molecular structure, C24H32ClHfO5. Source: the Open Molecules 2025 dataset; level of theory: the ωB97M-V functional and the def2-TZVPD basis.

Each line ends with the Mulliken charge.
Element x y z (Å)
C -3.103 1.007 -0.359  3.41
C -1.621 1.176 -0.732  -1.74
C -3.311 -0.444 0.115  -1.43
C -2.105 -1.175 -0.485  -0.02
H -4.255 -0.835 -0.279  0.25
H -3.335 -0.480 1.207  0.37
C -1.267 -0.187 -1.325  0.41
H -1.045 1.370 0.188  0.28
H -1.503 2.018 -1.427  0.69
C 0.159 -0.675 -1.176  -1.31
H -1.587 -0.203 -2.375  0.63
H -2.448 -1.981 -1.144  0.65
C -1.085 -1.759 0.537  1.05
C -3.587 2.089 0.574  -0.36
C -4.001 1.279 -1.567  -0.54
O -4.936 0.588 -1.944  -0.65
O -2.855 2.742 1.303  -0.63
O -4.918 2.292 0.506  -0.30
O -3.678 2.411 -2.211  -0.26
C -4.716 2.824 -3.095  -0.78
H -4.396 3.804 -3.448  0.27
H -5.664 2.883 -2.536  0.30
H -4.839 2.107 -3.916  0.29
C -5.313 3.340 1.395  -0.80
H -4.871 3.190 2.387  0.33
H -6.398 3.298 1.422  0.25
H -4.962 4.304 1.009  0.32
O 0.267 -1.345 0.098  -0.44
H 0.931 0.106 -1.219  0.43
H 0.363 -1.411 -1.973  0.34
C -1.202 -3.270 0.458  -1.91
C -1.234 -1.281 1.981  -1.99
H -2.193 -1.620 2.394  0.48
H -1.176 -0.186 2.064  0.24
H -0.435 -1.708 2.602  0.37
H -0.424 -3.764 1.048  0.36
H -1.124 -3.596 -0.590  0.46
H -2.189 -3.584 0.834  0.40
Hf 3.693 -0.757 0.418  0.90
C 5.274 -1.767 -1.028  -0.60
C 3.964 -2.013 -1.597  -0.68
C 3.399 -0.737 -1.975  -0.56
H 3.514 -2.986 -1.784  0.43
C 4.367 0.282 -1.681  -0.53
C 5.524 -0.358 -1.114  -0.51
H 6.487 0.123 -0.939  0.43
H 6.017 -2.527 -0.789  0.43
H 2.498 -0.594 -2.566  0.77
H 4.286 1.332 -1.966  0.36
C 3.996 -0.059 2.795  -0.69
C 5.131 0.292 1.992  -0.52
C 4.703 1.283 1.041  -0.52
H 6.166 0.028 2.211  0.33
C 3.275 1.439 1.161  -0.66
C 2.856 0.629 2.277  -0.31
H 1.851 0.613 2.705  0.37
H 4.035 -0.656 3.701  0.39
H 5.367 1.905 0.448  0.54
H 2.665 2.179 0.643  0.43
Cl 4.226 -3.014 1.754  -0.28
C 2.616 -2.448 1.247  -0.61
H 2.161 -3.193 0.592  0.44
H 1.982 -2.322 2.133  0.27

Summary:
LUMO level in eV: 2.23
Electronic energy in eV: -49472.1564
Charge: -1
Strongest force on any atom in eV/A: 2.89

---

[3]
A molecular structure, C24H32CrN2O5S. Source: the Open Molecules 2025 dataset; level of theory: the ωB97M-V functional and the def2-TZVPD basis.

Each line ends with the Löwdin spin population.
Element x y z (Å)
Cr 0.020 -0.849 0.297  0.94
O 0.510 -2.429 1.289  -0.01
C 1.381 -3.344 0.927  0.00
C 1.374 -4.578 1.603  0.00
C 2.278 -5.566 1.294  0.00
C 3.253 -5.374 0.306  0.00
C 3.293 -4.173 -0.352  0.00
C 2.368 -3.145 -0.071  0.00
C 2.526 -1.910 -0.785  0.01
N 1.736 -0.900 -0.734  -0.01
C 2.097 0.324 -1.468  0.00
C 1.194 1.458 -0.975  0.00
N -0.125 0.856 -0.854  0.00
C -1.032 1.160 -1.696  0.00
C -2.240 0.388 -1.876  0.00
C -3.333 0.936 -2.559  0.00
C -4.463 0.186 -2.798  0.00
C -4.491 -1.147 -2.383  0.00
C -3.417 -1.715 -1.729  0.00
C -2.276 -0.955 -1.455  0.00
O -1.255 -1.523 -0.823  0.03
H 0.624 -4.726 2.369  0.00
H 2.235 -6.507 1.826  0.00
H 3.961 -6.155 0.071  0.00
H 4.043 -3.996 -1.114  0.00
H 3.421 -1.835 -1.407  0.00
H 1.922 0.161 -2.535  0.00
H 3.151 0.569 -1.324  0.00
H 1.200 2.290 -1.684  0.00
H 1.513 1.810 0.004  0.00
H -0.878 2.014 -2.360  0.00
H -3.278 1.964 -2.894  0.00
H -5.308 0.617 -3.316  0.00
H -5.366 -1.751 -2.584  0.00
H -3.427 -2.753 -1.425  0.00
C -0.802 3.660 1.786  0.00
O -1.203 2.392 1.314  0.00
C -1.978 1.700 2.264  0.00
C -2.536 0.427 1.681  0.00
O -1.609 -0.673 1.735  0.00
C -2.296 -1.909 2.005  0.00
H -1.668 4.291 2.013  0.00
H -0.213 4.131 1.001  0.00
H -0.190 3.576 2.692  0.00
H -2.825 2.325 2.578  0.00
H -1.391 1.468 3.166  0.00
H -2.849 0.592 0.647  0.00
H -3.413 0.141 2.265  0.00
H -3.067 -2.081 1.252  0.00
H -2.749 -1.850 2.997  0.00
H -1.559 -2.701 1.971  0.00
O 0.962 0.268 1.677  0.01
S 1.208 -0.344 3.074  0.00
C 2.901 -0.982 3.025  0.00
C 3.821 0.191 3.331  0.00
C 3.136 0.943 4.469  0.00
C 1.684 1.124 4.033  0.00
H 3.030 -1.449 2.049  0.00
H 2.949 -1.758 3.792  0.00
H 3.913 0.833 2.453  0.00
H 4.819 -0.153 3.600  0.00
H 3.596 1.908 4.677  0.00
H 3.186 0.353 5.386  0.00
H 1.569 1.937 3.315  0.00
H 0.980 1.261 4.851  0.00

Summary:
LUMO level (alpha / beta) in eV: -2.81 / -2.82
Electronic energy in eV: -77876.7608
Charge: +1
Strongest force on any atom in eV/A: 0.17
Energy relative to the best compared isomer or geometry (same formula, charge and spin) in eV: 0.000
Multiplicity: 2